Entry 1:
48
Properties=species:S:1:pos:R:3:forces:R:3:lowdin_charge:R:1 method="wB97M-V/def2-TZVPD" orbital_gap_ha=0.212 homo_energy_ev=-13.80 total_energy_ha=-2143.3696 total_charge=+2
C 0.5642 0.3887 -6.1022 -0.1 -0.1 1.5 -0.140
C 1.9358 0.8789 -5.8529 0.2 0.0 0.2 0.009
C 0.3107 -1.0653 -6.1362 0.0 -0.2 0.2 0.011
C -0.5655 1.3171 -5.8782 -0.2 0.1 0.2 0.008
Cl 0.5294 0.6713 -1.7176 0.2 0.5 -0.9 0.182
H 0.2466 -1.4971 -7.1488 0.1 0.3 0.0 0.143
H -0.6410 -1.3098 -5.6434 0.2 0.2 -0.3 0.112
H 1.1151 -1.6126 -5.6249 -0.1 0.2 -0.3 0.112
H 2.4867 1.1976 -6.7549 -0.3 -0.1 -0.1 0.144
H 2.5526 0.1025 -5.3800 -0.2 0.1 -0.3 0.111
H 1.9161 1.7518 -5.1859 -0.1 -0.1 -0.3 0.110
H -0.9538 1.8002 -6.7916 0.3 -0.2 -0.1 0.143
H -0.2627 2.1334 -5.2077 0.0 -0.1 -0.4 0.109
H -1.4209 0.8002 -5.4205 0.2 0.0 -0.3 0.111
C 2.1954 -1.8951 1.7812 -0.3 -0.3 -0.7 -0.184
C 1.3166 -2.6521 0.9248 0.6 0.3 -0.1 -0.189
C 1.6616 -2.3473 -0.4392 0.4 0.3 0.7 -0.174
H 0.5787 -3.3942 1.2530 0.5 0.4 -0.2 0.123
C 2.7398 -1.3973 -0.4126 -0.6 -0.2 0.5 -0.164
C 3.0662 -1.1166 0.9571 -0.8 -0.2 -0.4 -0.136
H 3.8644 -0.4509 1.3081 -0.5 -0.3 -0.2 0.132
H 2.2353 -1.9630 2.8712 -0.1 0.1 -0.5 0.120
H 1.2518 -2.8393 -1.3285 0.1 0.4 0.5 0.127
H 3.2371 -0.9674 -1.2885 -0.3 -0.2 0.5 0.116
C -2.2010 0.6730 1.2001 0.4 -0.7 -0.2 -0.150
C -1.9566 -0.5331 1.9369 0.1 0.0 -0.6 -0.173
C -1.8043 -1.6112 1.0033 -0.5 0.6 -0.1 -0.182
H -1.9631 -0.6212 3.0240 0.1 0.0 -0.4 0.113
C -1.9960 -1.0753 -0.3185 -0.2 0.5 0.9 -0.164
C -2.2288 0.3397 -0.1872 0.1 -0.7 0.5 -0.180
H -2.4269 1.0359 -1.0043 0.2 -0.3 0.3 0.115
H -2.3575 1.6675 1.6311 0.1 -0.5 -0.2 0.118
H -1.6575 -2.6655 1.2520 -0.2 0.5 -0.1 0.123
H -2.0945 -1.6639 -1.2353 0.3 0.3 0.4 0.129
Ce 0.3898 -0.1915 0.6109 0.0 -0.6 0.3 0.593
C -0.2258 -0.2495 5.7792 0.0 -0.1 0.1 0.003
N -0.5886 1.0764 5.2719 0.0 0.1 -1.5 -0.099
C -1.6331 1.8646 5.7562 0.3 0.2 -0.5 -0.014
C -1.7483 2.9395 4.9355 0.5 -0.3 0.1 -0.034
N -0.7507 2.8164 3.9737 -0.3 -0.9 -0.3 0.082
C -0.1185 1.6080 4.0965 -1.1 1.3 1.4 -0.690
S 1.0563 1.0135 3.0296 0.6 -0.3 0.1 0.728
H -0.4310 -1.0165 5.0189 0.0 0.3 0.2 0.090
H 0.8433 -0.2960 6.0234 -0.4 0.1 0.0 0.106
H -0.8400 -0.4266 6.6731 0.4 -0.1 -0.3 0.108
H -2.2028 1.5765 6.6257 0.1 0.1 -0.1 0.137
H -2.4592 3.7460 4.9207 0.1 0.1 0.2 0.130
H -0.5655 3.4592 3.2005 -0.1 -0.4 0.5 0.171

=====

Entry 2:
99
Properties=species:S:1:pos:R:3:forces:R:3:lowdin_charge:R:1 method="wB97M-V/def2-TZVPD" orbital_gap_ha="0.294 / 0.167" e_above_lowest_kj_mol=190.47 homo_energy_ev="-15.02 / -15.02" spin_multiplicity=2 total_energy_ha=-2858.1898 total_charge=+3
Hf 0.5881 -0.6909 0.6392 -0.6 -1.3 -1.0 1.771
C 0.3258 1.9148 4.2446 0.0 -0.2 -0.2 -0.005
C -0.3404 1.1481 3.2957 0.1 0.0 0.1 -0.119
N 0.5130 0.3427 2.6586 -0.2 0.3 0.4 -0.074
N 1.7311 0.5711 3.1975 0.1 0.1 0.4 0.044
C 1.6443 1.5145 4.1442 -0.2 0.0 -0.1 -0.006
B 2.9753 -0.2108 2.7094 0.5 0.0 0.3 -0.670
N 3.3115 0.2808 1.2936 0.6 0.3 0.2 0.032
C 4.1470 1.2387 0.8740 -0.2 0.1 -0.2 -0.011
C 4.0375 1.3423 -0.5011 -0.3 -0.2 0.0 0.004
C 3.0901 0.3919 -0.8513 0.4 0.0 -0.1 -0.117
N 2.6598 -0.2538 0.2415 0.7 0.1 -0.2 -0.136
N 2.5278 -1.6992 2.6504 0.4 -0.1 0.2 0.026
C 3.1722 -2.7604 3.1591 -0.1 -0.2 -0.1 -0.014
C 2.3202 -3.8469 3.1343 -0.2 0.2 -0.1 -0.010
C 1.1444 -3.3539 2.5785 0.0 0.0 0.1 -0.117
N 1.2757 -2.0575 2.2866 0.1 -0.5 0.0 -0.111
N 4.1517 -0.0659 3.6273 0.0 0.1 0.5 -0.026
C 4.2453 -0.3073 4.9672 0.3 0.0 0.3 -0.090
C 5.5659 -0.1954 5.3258 -0.3 0.0 0.0 -0.031
C 6.2365 0.1162 4.1278 -0.6 -0.1 0.4 -0.113
N 5.3794 0.1844 3.1424 0.5 0.2 -1.4 0.057
H -0.0946 2.6391 4.9114 0.0 0.1 0.2 0.116
H -1.3843 1.1469 3.0463 -0.2 0.0 -0.1 0.115
H 2.5067 1.8366 4.6913 0.2 0.0 0.1 0.139
H 4.7841 1.7725 1.5493 0.1 0.0 0.1 0.128
H 4.5613 2.0237 -1.1403 0.1 0.0 -0.1 0.115
H 2.7133 0.1273 -1.8254 -0.1 0.0 0.0 0.113
H 4.1851 -2.7093 3.5049 0.2 0.2 0.1 0.142
H 2.5204 -4.8384 3.4878 0.0 -0.1 0.1 0.115
H 0.2188 -3.8676 2.3913 -0.1 0.0 -0.1 0.110
H 3.3881 -0.5557 5.5621 -0.2 0.0 0.1 0.127
H 6.0020 -0.3093 6.2967 0.0 -0.1 0.2 0.105
H 7.2799 0.2896 3.9630 0.2 0.1 -0.1 0.114
O 0.8613 1.6130 0.4645 -0.1 0.0 -0.3 0.000
C -0.3713 1.7530 0.3913 0.3 0.8 0.1 -0.617
O -1.0904 0.6995 0.2291 -0.3 -0.5 0.2 -0.206
C -1.1077 3.0228 0.5261 -0.3 0.3 -0.1 -0.143
C -0.7799 4.0011 1.4579 0.0 -0.1 -0.2 0.019
C -1.6810 5.0293 1.6962 -0.1 0.0 0.0 -0.013
C -2.8956 5.0688 1.0238 0.0 0.1 0.0 -0.021
C -3.1942 4.1410 0.0343 0.0 -0.2 -0.1 -0.059
C -2.2856 3.1268 -0.2285 0.5 -0.5 0.1 -0.273
P -2.3479 2.0189 -1.6747 -1.6 2.0 -0.6 1.276
C -2.0180 3.1179 -3.0849 0.2 -0.9 0.6 -0.337
C -2.0383 4.5104 -3.0007 0.1 0.2 0.0 -0.051
C -1.8382 5.2567 -4.1471 0.0 0.1 0.2 -0.027
C -1.5378 4.6368 -5.3517 0.0 -0.1 0.0 -0.013
C -1.4873 3.2502 -5.4327 0.1 -0.2 0.0 -0.039
C -1.7252 2.4932 -4.3030 0.0 -0.1 -0.2 -0.086
C -4.0373 1.4063 -1.9398 0.8 -0.4 0.1 -0.338
C -4.3336 0.1036 -1.5435 0.0 -0.1 0.1 -0.099
C -5.5946 -0.4113 -1.7765 -0.1 -0.1 0.0 -0.057
C -6.5544 0.3716 -2.4043 0.1 -0.1 0.1 -0.029
C -6.2582 1.6718 -2.7885 -0.1 0.1 0.0 -0.033
C -4.9948 2.1947 -2.5776 0.1 0.1 -0.1 -0.064
H 0.1528 3.9468 1.9972 0.1 -0.1 0.1 0.127
H -1.4430 5.7945 2.4213 0.0 0.0 0.0 0.127
H -3.6175 5.8394 1.2486 0.0 0.1 0.0 0.127
H -4.1216 4.2108 -0.5176 0.0 0.0 0.0 0.120
H -2.2502 5.0020 -2.0637 0.1 0.1 0.0 0.102
H -1.9089 6.3318 -4.1008 0.0 0.1 0.0 0.126
H -1.3385 5.2399 -6.2235 0.0 0.0 -0.1 0.128
H -1.2452 2.7656 -6.3674 0.0 0.0 0.0 0.122
H -1.6858 1.4104 -4.3564 0.0 0.0 -0.1 0.094
H -3.5655 -0.4967 -1.0687 0.0 -0.1 0.1 0.089
H -5.8378 -1.4197 -1.4739 0.0 -0.1 0.0 0.114
H -7.5328 -0.0436 -2.5936 -0.1 0.0 0.0 0.125
H -7.0191 2.2827 -3.2527 0.0 0.0 -0.1 0.126
H -4.7542 3.1984 -2.9002 0.0 0.0 -0.1 0.114
C 3.3160 -4.9346 -0.7598 0.2 0.0 0.3 -0.012
N 2.3919 -4.3889 -1.7397 -0.2 0.1 0.1 -0.135
C 2.4800 -4.9430 -3.0787 0.0 -0.2 -0.4 -0.020
C 1.5806 -3.3753 -1.4086 0.1 0.3 0.4 -0.394
N 1.6492 -2.6799 -0.3119 -0.3 0.0 -0.1 0.079
N 0.5610 -3.0880 -2.3152 -0.2 -0.2 -0.3 0.161
C -0.1453 -1.9185 -2.4174 0.2 -0.1 -0.2 -0.463
N -1.0248 -1.8833 -3.4368 0.0 -0.1 0.0 0.208
N 0.0430 -0.9242 -1.6003 -0.3 0.6 0.4 0.045
H 3.6716 -5.8982 -1.1184 -0.1 0.1 0.0 0.106
H 2.8238 -5.0951 0.2014 0.0 0.0 0.0 0.094
H 4.1830 -4.2843 -0.6191 0.0 0.0 0.0 0.111
H 3.4950 -5.3081 -3.2349 -0.1 0.1 0.0 0.108
H 2.2885 -4.1841 -3.8334 0.0 0.0 -0.1 0.096
H 1.7995 -5.7862 -3.2162 0.0 0.0 0.0 0.108
H 2.4933 -2.9259 0.2035 -0.2 0.1 0.0 0.063
H 0.3583 -3.8062 -2.9993 0.0 0.2 0.1 0.149
H -1.1511 -2.6574 -4.0669 0.1 0.0 0.0 0.129
H -1.6424 -1.1009 -3.5706 0.1 0.0 0.1 0.107
H -0.5280 -0.1173 -1.8662 0.1 -0.3 0.0 0.043
N -3.2765 -2.7183 1.8413 0.0 0.2 0.1 0.108
C -2.8499 -3.6363 0.9320 0.4 -0.2 -0.4 -0.048
C -1.6718 -3.1547 0.4392 -0.3 -0.5 -0.1 -0.138
N -1.3749 -1.9535 1.0381 -0.1 0.0 0.2 -0.055
C -2.3736 -1.7276 1.8802 0.1 0.4 0.2 -0.141
H -4.1169 -2.7973 2.4012 0.2 0.1 0.0 0.183
H -3.3947 -4.5347 0.7176 -0.1 -0.1 0.0 0.132
H -1.0223 -3.6079 -0.2852 0.1 0.0 0.0 0.092
H -2.4648 -0.8693 2.5209 0.0 0.0 0.1 0.131

=====

Entry 3:
57
Properties=species:S:1:pos:R:3:forces:R:3:lowdin_charge:R:1 method="wB97M-V/def2-TZVPD" orbital_gap_ha="0.231 / 0.278" e_above_lowest_kj_mol=0.00 homo_energy_ev="-8.30 / -10.18" spin_multiplicity=3 total_energy_ha=-2789.9258 total_charge=+1
Ti -6.9379 -0.5308 15.4137 -0.9 -0.2 -0.4 0.748
N -3.0241 1.4962 16.0080 -0.9 -0.8 -0.8 0.084
C -4.1601 0.7555 16.1238 -0.8 0.0 0.8 -0.797
S -4.9255 0.2845 14.6117 0.8 0.2 -0.9 0.640
N -4.6924 0.4169 17.2746 0.8 0.4 -1.1 0.000
N -5.8099 -0.3903 17.0689 0.5 0.8 0.3 -0.228
C -6.1843 -1.0727 18.1245 -0.5 -1.4 -0.4 -0.073
C -7.1160 -2.1301 17.8299 0.6 1.2 1.5 -0.279
C -7.5127 -3.0876 18.7684 -0.3 -1.2 0.2 -0.015
C -8.4606 -4.0249 18.4152 0.0 0.6 -0.4 -0.055
C -9.0914 -3.9141 17.1517 1.3 1.1 -0.4 -0.053
C -8.5995 -2.9730 16.2492 -0.4 -0.8 1.5 -0.109
N -7.6054 -2.0978 16.5792 -1.0 -0.8 -0.8 -0.041
H -2.7970 1.8537 15.1015 0.0 0.0 -0.1 0.075
H -2.5866 1.8989 16.7835 0.5 0.5 1.3 0.082
H -5.6906 -0.9311 19.0641 0.2 -0.1 0.4 0.121
H -7.0214 -3.1681 19.7356 -0.1 0.3 -0.2 0.123
H -8.7579 -4.8277 19.0669 0.0 0.0 0.3 0.106
H -9.9067 -4.5430 16.8807 -0.4 -0.4 -0.2 0.093
H -9.0697 -2.9089 15.2858 0.2 0.3 -0.4 0.103
C -4.9446 -3.4061 13.7323 1.0 0.3 1.8 -0.047
N -5.6703 -2.9773 12.5746 -0.7 -0.5 0.0 -0.058
C -5.2882 -3.6600 11.3073 -0.2 0.4 0.6 -0.110
C -6.4876 -3.8044 10.3756 0.4 0.1 1.6 -0.136
C -7.1243 -2.4575 10.2542 -0.4 1.3 0.7 -0.126
N -7.4952 -1.9347 11.5995 1.0 -0.7 0.3 -0.065
C -8.3711 -0.8097 11.7133 -1.1 -0.2 -1.0 -0.032
C -6.8058 -2.2688 12.7277 0.2 0.2 -0.7 -0.414
O -7.2264 -1.8771 13.8624 0.5 -0.1 -0.6 -0.157
H -5.0051 -4.4846 13.9027 -0.2 0.0 -0.2 0.097
H -5.3029 -2.8942 14.6656 0.3 -0.5 -1.1 0.083
H -3.8602 -3.1750 13.6396 -0.7 0.0 -0.1 0.111
H -4.8591 -4.6213 11.6030 -0.1 0.1 -0.2 0.127
H -4.5041 -3.0562 10.8733 0.3 0.0 -0.4 0.128
H -7.1706 -4.5003 10.8615 -0.2 -0.1 -0.2 0.130
H -6.1750 -4.1974 9.4391 0.2 -0.3 -0.8 0.115
H -8.0368 -2.4581 9.6829 -0.5 -0.3 -0.2 0.121
H -6.4890 -1.7236 9.7458 0.3 -0.1 0.1 0.136
H -9.3578 -1.0936 11.3218 0.1 0.3 -0.1 0.107
H -7.9996 0.0600 11.1736 0.1 0.1 -0.1 0.106
H -8.4973 -0.5835 12.7490 -0.1 0.3 0.4 0.037
C -11.0865 3.5583 14.6075 0.0 0.0 -0.2 -0.113
C -9.8447 2.7319 14.8628 0.2 0.0 0.1 -0.364
S -10.0394 0.9306 14.7112 0.3 0.5 -0.2 1.022
O -8.6918 0.4966 15.2928 0.1 -0.2 0.2 -0.625
C -11.2994 0.4553 15.9267 0.1 1.5 -0.3 -0.349
C -11.1944 1.2100 17.2344 0.4 -0.5 1.1 -0.119
H -10.8357 4.6130 14.5188 0.2 0.0 0.0 0.090
H -11.7393 3.4760 15.4565 -0.6 0.0 0.2 0.057
H -11.6153 3.2821 13.6937 0.0 -0.1 0.1 0.087
H -9.4411 2.9042 15.8758 -0.1 -0.1 -0.5 0.104
H -9.0617 2.9375 14.1202 -0.1 -0.1 0.3 0.101
H -11.1057 -0.5935 16.0139 -0.2 -0.8 0.1 0.078
H -12.2350 0.6645 15.3967 0.0 -0.4 0.1 0.101
H -10.1382 1.2957 17.5012 0.1 0.1 0.0 0.074
H -11.6257 0.6340 18.0930 0.0 0.6 -0.9 0.105
H -11.6006 2.2249 17.1993 -0.1 -0.4 0.0 0.072